(1)
{
  "formula": "C5H5BrNO2",
  "method": "wB97M-V/def2-TZVPD",
  "e_homo_ha": -0.1446,
  "relative_energy_kj_mol": 62.15,
  "smiles": "O=C=NCC/C=C(\\[O-])Br",
  "charge": -1,
  "e_tot_ev": -80893.7520,
  "gap_ev": 7.6,
  "elements": ["O", "C", "N", "C", "C", "C", "C", "O", "Br", "H", "H", "H", "H", "H"],
  "positions_angstrom": [[-0.1162, -2.2355, -1.8478], [0.3545, -1.4200, -1.1627], [1.2211, -0.8005, -0.6510], [1.4437, 0.3135, 0.1736], [0.2384, 1.3352, 0.2173], [-1.0506, 0.5680, -0.0373], [-1.0888, -0.6420, 0.5619], [-0.6026, -1.4220, 1.3834], [-3.1392, -1.1607, -0.1756], [2.4661, 0.7755, 0.1512], [1.5531, -0.1367, 1.1573], [0.3586, 2.1012, -0.4674], [0.2070, 1.6321, 1.2427], [-1.8449, 1.0919, -0.5456]],
  "forces_ev_per_a": [[-1.49, -0.77, -0.51], [0.71, -0.76, -1.28], [2.77, 1.45, -0.15], [0.16, 0.44, 1.67], [0.15, -3.27, 0.72], [1.75, 0.74, 0.47], [-1.71, -0.69, 2.08], [-0.85, 1.69, -1.95], [-0.68, -0.85, 0.15], [-0.85, -0.17, -1.23], [-0.51, 0.10, 0.57], [0.27, 1.76, -1.20], [0.25, 0.98, 0.69], [0.04, -0.66, -0.02]],
  "nbo_charge": [-0.554, 0.861, -0.552, -0.225, -0.429, -0.533, 0.543, -0.654, -0.480, 0.189, 0.202, 0.194, 0.197, 0.242]
}

---

(2)
{
  "formula": "C5H5Cl2GaIO",
  "method": "wB97M-V/def2-TZVPD",
  "e_homo_ha": -0.2027,
  "charge": -1,
  "e_tot_ev": -92834.7386,
  "gap_ev": 8.3,
  "elements": ["C", "C", "C", "Ga", "Cl", "I", "C", "C", "O", "Cl", "H", "H", "H", "H", "H"],
  "positions_angstrom": [[3.7332, -0.5652, 0.7385], [2.4810, -0.3331, 0.1217], [1.2104, -0.0524, -0.8836], [-0.1992, 1.2058, 0.0504], [0.7225, 2.3042, 1.8831], [-0.9400, 2.9532, -1.8252], [-1.9181, 0.1651, 0.6466], [-2.2183, -1.1788, -0.2472], [-1.9324, -1.2392, -1.5506], [-3.0405, -2.6867, 0.5426], [4.6179, -0.9640, 1.4321], [1.5664, 0.5210, -1.8653], [0.6793, -1.0376, -1.2757], [-2.8184, 0.9156, 0.4207], [-1.9437, -0.0079, 1.8118]],
  "forces_ev_per_a": [[-8.24, 0.79, -3.49], [7.90, -1.84, 2.59], [1.48, -0.12, -0.16], [0.46, -0.67, -0.12], [-0.60, -0.50, -0.88], [0.13, -0.30, 0.47], [-1.95, -0.68, 0.36], [1.93, 1.60, -6.15], [-2.02, 0.05, 8.61], [0.88, 1.56, -0.66], [-2.70, 1.30, -1.92], [-0.41, -1.23, 2.28], [1.38, 1.87, 1.20], [1.78, -1.75, 0.28], [-0.02, -0.08, -2.43]],
  "nbo_charge": [-0.399, 0.007, -1.001, 1.308, -0.580, -0.482, -1.032, 0.567, -0.558, -0.139, 0.264, 0.258, 0.265, 0.271, 0.252]
}

---

(3)
{
  "formula": "C5H5Cl2NO2S",
  "method": "wB97M-V/def2-TZVPD",
  "e_homo_ha": -0.3619,
  "relative_energy_kj_mol": 167.55,
  "smiles": "O=S(=O)(Cl)[C@@H]1C=NCC=C1Cl",
  "charge": 0,
  "e_tot_ev": -46728.7175,
  "gap_ev": 9.7,
  "elements": ["O", "S", "O", "Cl", "C", "C", "N", "C", "C", "C", "Cl", "H", "H", "H", "H", "H"],
  "positions_angstrom": [[-0.9805, -0.1487, 2.7646], [0.1618, 0.1115, 1.8677], [0.2900, 1.4909, 1.4128], [1.9348, -0.2677, 2.7685], [0.1749, -0.9860, 0.4356], [1.3394, -0.6041, -0.3854], [1.3021, 0.3295, -1.2228], [0.0695, 1.0211, -1.5350], [-1.2635, 0.3677, -1.2386], [-1.2712, -0.5806, -0.3080], [-2.5655, -1.4895, 0.1932], [0.2726, -2.0438, 0.8481], [2.3657, -1.1744, -0.1226], [0.2070, 1.2649, -2.5359], [0.1955, 2.1108, -1.2321], [-2.2327, 0.5983, -1.7101]],
  "forces_ev_per_a": [[2.61, -0.35, -1.66], [-2.80, 2.74, 1.40], [0.07, -1.78, 0.23], [0.04, -0.45, 0.20], [-2.36, -0.55, 0.15], [2.27, -0.90, 0.27], [0.25, -0.12, 0.09], [0.14, 1.43, 0.70], [0.45, -0.26, 0.82], [3.59, -0.31, 0.58], [-1.31, -0.80, 0.36], [-0.65, 1.30, -0.65], [-2.32, 1.42, -0.86], [-0.38, -0.27, -2.44], [-0.44, -1.31, 0.83], [0.85, 0.21, -0.02]],
  "nbo_charge": [-0.867, 2.046, -0.906, -0.194, -0.559, 0.077, -0.330, -0.312, -0.204, -0.068, 0.090, 0.282, 0.208, 0.231, 0.259, 0.246]
}

---

(4)
{
  "formula": "C5H5ClN2O3",
  "method": "wB97M-V/def2-TZVPD",
  "e_homo_ha": [-0.3622, -0.3622],
  "relative_energy_kj_mol": 447.67,
  "charge": 0,
  "e_tot_ev": -26902.8861,
  "gap_ev": [8.2, 8.2],
  "elements": ["C", "C", "C", "C", "C", "N", "N", "O", "O", "O", "Cl", "H", "H", "H", "H", "H"],
  "positions_angstrom": [[1.7263, -0.1158, -0.2260], [1.3746, 0.8068, -1.2774], [0.9413, -0.2726, 0.8454], [0.2524, 0.4623, -1.8605], [-1.3777, 0.0445, 1.1086], [-0.1411, 0.5594, 1.2954], [-1.7379, -1.1506, 0.5322], [0.1708, 1.6327, 1.8476], [-2.8428, -1.5940, 0.6435], [-0.8824, -1.6619, -0.1975], [-2.6851, 1.0098, 1.8184], [2.6910, -0.7295, -0.3389], [1.9472, 1.6166, -1.4490], [0.9156, -1.1753, 1.5150], [-0.1640, 1.0340, -2.6606], [-0.1882, -0.4664, -1.5964]],
  "forces_ev_per_a": [[1.65, -0.80, 1.79], [-1.48, -2.08, 1.07], [1.44, -2.35, 0.61], [-0.24, 0.73, -1.31], [-0.67, 4.65, 3.12], [-0.82, -0.62, -1.54], [1.09, -1.50, -2.29], [-0.99, -0.82, -0.40], [-1.11, 0.01, 0.73], [-0.08, -0.63, 0.52], [1.15, -0.92, -0.62], [-1.76, 0.67, 0.38], [1.76, 2.69, -0.91], [0.86, 1.00, -0.70], [-0.28, 0.29, -0.45], [-0.51, -0.32, -0.02]],
  "nbo_charge": [-0.157, -0.243, -0.074, -0.349, 0.150, 0.141, 0.466, -0.352, -0.325, -0.412, 0.054, 0.237, 0.214, 0.232, 0.200, 0.219]
}

---

(5)
{
  "formula": "C5H5ClNNi",
  "method": "wB97M-V/def2-TZVPD",
  "spin_multiplicity": 3,
  "e_homo_ha": [-0.4592, -0.4453],
  "relative_energy_kj_mol": 9.79,
  "charge": 1,
  "s_squared": 2.019,
  "e_tot_ev": -60311.2506,
  "gap_ev": [7.7, 3.3],
  "elements": ["Ni", "Cl", "N", "C", "C", "C", "C", "C", "H", "H", "H", "H", "H"],
  "positions_angstrom": [[4.6970, -0.5816, -2.6839], [4.0475, 0.8061, -0.9985], [0.1077, -1.3000, 0.7165], [-1.1842, -1.4229, 0.5032], [-2.0380, -0.3077, 0.1781], [-1.5028, 0.9532, 0.1202], [-0.1373, 1.0861, 0.3081], [0.6394, -0.1024, 0.5629], [-1.5734, -2.4304, 0.6031], [-3.0713, -0.5314, -0.0554], [-2.0440, 1.8762, -0.0372], [0.3353, 2.0591, 0.3027], [1.7240, -0.1043, 0.4801]],
  "forces_ev_per_a": [[-0.26, 0.75, 0.87], [0.03, -0.82, -0.80], [-0.26, 0.14, -0.08], [0.34, -0.20, 0.00], [-0.19, -0.51, -0.70], [0.55, 0.73, 0.12], [-0.14, -0.15, 0.80], [0.53, -0.32, -0.30], [-0.30, 0.14, 0.17], [-0.11, 0.21, 0.31], [-0.46, -0.30, -0.16], [0.18, -0.08, -0.23], [0.09, 0.41, 0.01]],
  "nbo_charge": [0.842, -0.830, -0.383, 0.188, -0.064, -0.226, -0.039, 0.212, 0.238, 0.259, 0.269, 0.264, 0.270]
}

---

(6)
{
  "formula": "C5H5ClNO5",
  "method": "wB97M-V/def2-TZVPD",
  "e_homo_ha": -0.5651,
  "relative_energy_kj_mol": 0.00,
  "smiles": "O=C1CCC(=O)[N+]1(O)C(=O)OCl",
  "charge": 1,
  "e_tot_ev": -29503.4332,
  "gap_ev": 8.7,
  "elements": ["O", "C", "C", "C", "C", "O", "N", "O", "C", "O", "O", "Cl", "H", "H", "H", "H", "H"],
  "positions_angstrom": [[-1.1025, 2.4421, 0.2547], [-0.7968, 1.3093, 0.1824], [0.1362, 0.6402, -0.7359], [0.0840, -0.8958, -0.6312], [-0.7756, -1.2291, 0.5178], [-1.3076, -2.1575, 0.9995], [-1.4042, 0.2479, 1.0277], [-1.2440, 0.5563, 2.3491], [-3.0135, 0.2078, 0.6024], [-3.7118, 0.3157, 1.4896], [-3.0941, -0.0709, -0.6451], [-4.7722, -0.1668, -1.3763], [-0.0085, 0.7709, -1.8413], [1.2121, 0.8589, -0.4819], [0.9943, -1.3479, -0.5416], [-0.4092, -1.2265, -1.4598], [-1.9462, 0.1930, 3.0059]],
  "forces_ev_per_a": [[-0.18, 0.09, 0.39], [0.44, 0.40, -0.72], [2.63, -1.37, -1.81], [-1.53, 2.32, 2.25], [-2.00, -0.29, 0.99], [1.09, 0.65, -0.30], [-1.51, -0.96, -0.45], [-0.61, -0.23, 1.42], [2.53, -0.61, -0.07], [-2.75, 0.59, 2.68], [-1.09, -0.13, -2.35], [2.05, 0.17, 1.22], [0.03, 1.11, 1.22], [-1.17, 0.70, -0.25], [2.50, -1.25, 0.17], [-1.31, -1.53, -2.25], [0.90, 0.36, -2.14]],
  "nbo_charge": [-0.384, 0.685, -0.546, -0.524, 0.769, -0.388, -0.167, -0.497, 0.928, -0.446, -0.503, 0.391, 0.291, 0.296, 0.281, 0.273, 0.540]
}

---

(7)
{
  "formula": "C5H5ClO",
  "method": "wB97M-V/def2-TZVPD",
  "e_homo_ha": [-0.3192, -0.3245],
  "relative_energy_kj_mol": 534.21,
  "charge": 0,
  "e_tot_ev": -19829.4764,
  "gap_ev": [7.7, 8.2],
  "elements": ["C", "C", "C", "C", "C", "O", "Cl", "H", "H", "H", "H", "H"],
  "positions_angstrom": [[-1.5608, -0.8264, -0.5541], [-1.7723, -0.4737, 0.6634], [-3.4641, 0.6679, 2.6530], [-0.3244, -0.6364, 0.3975], [0.5849, 0.5447, 0.1983], [-4.2468, 1.4862, 2.3371], [-3.1217, -0.0187, 4.1453], [-1.7960, -1.0968, -1.5534], [0.1852, -1.5334, 0.7462], [1.2378, 0.6751, 1.0592], [0.0052, 1.4567, 0.0546], [1.2125, 0.3898, -0.6836]],
  "forces_ev_per_a": [[-0.41, 0.18, 0.97], [-0.28, 0.04, -0.16], [-0.67, 1.08, -2.24], [0.35, 0.14, 0.14], [-0.08, -0.02, -0.14], [0.77, -0.83, 0.48], [0.24, -0.52, 1.26], [-0.05, -0.08, -0.41], [-0.07, -0.07, -0.02], [0.10, 0.03, 0.08], [0.02, -0.02, -0.02], [0.07, 0.05, 0.05]],
  "nbo_charge": [-0.297, 0.038, 0.470, -0.207, -0.642, -0.468, 0.037, 0.239, 0.182, 0.218, 0.216, 0.214]
}

---

(8)
{
  "formula": "C5H5CuO",
  "method": "wB97M-V/def2-TZVPD",
  "spin_multiplicity": 2,
  "e_homo_ha": [-0.3994, -0.4658],
  "relative_energy_kj_mol": 0.00,
  "charge": 1,
  "s_squared": 0.768,
  "e_tot_ev": -51939.6429,
  "gap_ev": [5.3, 7.1],
  "elements": ["C", "C", "H", "H", "H", "H", "C", "C", "H", "C", "O", "Cu"],
  "positions_angstrom": [[-4.0792, 0.7839, 0.6723], [-3.9813, 0.6824, -0.6925], [-4.7833, 0.1628, 1.2292], [-3.3267, 1.3258, 1.2486], [-3.1512, 1.1441, -1.2308], [-4.6072, -0.0197, -1.2467], [-5.4103, 2.4949, -0.2383], [-6.7138, 2.4698, -0.3295], [-4.6812, 3.3016, -0.2472], [-7.9816, 2.2752, -0.4381], [-9.1655, 2.2270, -0.4835], [-11.1352, 2.0878, -0.6050]],
  "forces_ev_per_a": [[-0.14, 0.00, -0.72], [-0.26, 0.12, 0.69], [0.10, 0.35, -0.18], [-0.37, 0.01, -0.18], [-0.39, 0.03, 0.13], [0.08, 0.37, 0.15], [-0.54, 0.96, -0.15], [-0.40, -1.32, 0.02], [0.20, -0.92, 0.09], [3.29, 0.63, 0.24], [-2.25, -0.30, -0.11], [0.67, 0.05, 0.03]],
  "nbo_charge": [-0.303, -0.300, 0.228, 0.230, 0.230, 0.228, -0.028, -0.394, 0.237, 0.642, -0.750, 0.982]
}

---

(9)
{
  "formula": "C5H5ErFLiO4",
  "method": "wB97M-V/def2-TZVPD",
  "spin_multiplicity": 5,
  "e_homo_ha": [-0.6791, -0.7977],
  "charge": 3,
  "s_squared": 6.006,
  "e_tot_ev": -43966.7785,
  "gap_ev": [4.2, 7.4],
  "elements": ["H", "O", "O", "O", "C", "C", "C", "H", "C", "C", "O", "Li", "Er", "F", "H", "H", "H"],
  "positions_angstrom": [[-1.0806, -0.1372, 1.4519], [-1.2603, 0.1308, -0.5771], [-3.2631, -0.7466, -0.5042], [-2.8221, 0.9172, -1.9827], [-1.2157, -0.7690, 0.5624], [-2.5163, -1.4462, 0.4255], [-2.5252, 0.1728, -1.1069], [-3.0701, -1.9951, 1.1824], [2.4100, 1.3572, 0.9699], [2.5127, 0.1613, 0.3513], [2.2060, 0.0946, -0.9578], [3.0382, -1.1392, -2.0386], [0.5691, 1.4852, -1.5474], [1.5336, 2.2588, 0.3316], [2.6855, 1.6749, 1.9679], [-0.1935, -1.3767, 0.5520], [2.9918, -0.6426, 0.9198]],
  "forces_ev_per_a": [[-0.47, -0.04, 0.07], [2.93, 1.24, -0.56], [0.33, 0.39, -0.12], [1.01, 0.12, 0.17], [2.55, -0.87, 1.21], [-0.30, -0.44, 0.34], [-2.27, -0.40, -0.71], [0.17, 0.07, -0.26], [-0.09, -2.56, 0.78], [1.17, 2.43, 2.25], [-2.53, 0.56, -2.07], [0.77, -0.73, -0.21], [-0.45, -1.18, 1.63], [-0.43, 0.69, -1.41], [-0.10, 0.10, -0.11], [-2.31, 0.66, -0.39], [0.02, -0.03, -0.62]],
  "nbo_charge": [0.235, -0.683, -0.381, -0.503, -0.162, 0.137, 0.978, 0.268, 0.156, 0.031, -1.053, 0.991, 2.626, -0.424, 0.285, 0.226, 0.272]
}